A molecular structure, C15H36F9O15S9Zn2 at a distorted geometry, computed with wB97M-V/def2-TZVPD.

Geometry (Å):
1 Zn 1.25286 -2.92667 -1.70726
2 Zn -0.58583 1.81903 -2.17406
3 C -1.67771 3.94728 1.34620
4 F -0.48371 3.41758 1.53317
5 F -2.62789 3.05572 1.72868
6 F -1.88349 5.01823 2.08598
7 S -2.00786 4.34111 -0.51313
8 O -1.64251 3.03789 -1.14179
9 O -3.40992 4.65002 -0.58505
10 O -1.05361 5.38109 -0.84683
11 C 1.25348 0.24120 1.59906
12 F 2.16283 -0.72528 1.72201
13 F 0.64148 0.39848 2.73908
14 F 1.86775 1.31164 1.13234
15 S 0.03260 -0.34631 0.27877
16 O -0.10025 0.75379 -0.67190
17 O 0.58145 -1.58553 -0.30160
18 O -1.20570 -0.59240 0.97173
19 C 1.29787 -0.74594 -5.58985
20 F 2.40276 -1.33934 -5.95901
21 F 1.10619 0.33729 -6.32447
22 F 0.23857 -1.51799 -5.74413
23 S 1.44552 -0.20264 -3.77365
24 O 2.63587 0.62439 -3.74853
25 O 0.22292 0.56036 -3.49416
26 O 1.49229 -1.44052 -2.97620
27 C 2.86694 3.92210 6.25203
28 S 3.69015 4.29487 4.67117
29 O 5.13616 4.62322 4.91832
30 C 3.72445 2.66161 3.92839
31 H 1.80491 3.82109 6.02873
32 H 3.11734 4.62702 7.03897
33 H 3.18730 2.94726 6.63268
34 H 4.31125 2.87767 3.03518
35 H 2.76986 2.23130 3.63278
36 H 4.29361 2.00379 4.58523
37 C -0.27868 -5.81481 1.59768
38 S 0.36322 -5.86194 -0.11455
39 O 0.76506 -4.43252 -0.46688
40 C 1.87321 -6.90381 0.13185
41 H -1.35478 -5.67507 1.66491
42 H 0.22061 -4.95518 2.04758
43 H -0.03787 -6.77927 2.04128
44 H 2.38637 -6.57580 1.03592
45 H 2.47763 -6.93487 -0.76783
46 H 1.51867 -7.90525 0.38293
47 C 2.05468 5.29101 -1.33788
48 S 2.32601 3.53773 -1.69054
49 O 1.04679 2.86770 -2.11634
50 C 3.59673 3.63921 -2.93921
51 H 2.99200 5.82143 -1.17433
52 H 1.54500 5.28611 -0.37607
53 H 1.42593 5.81585 -2.05444
54 H 4.48010 3.10196 -2.61104
55 H 3.84936 4.68051 -3.12667
56 H 3.13862 3.23528 -3.84447
57 C -2.34304 -2.72972 -4.27134
58 S -2.14960 -3.13603 -2.51722
59 O -0.65651 -2.92676 -2.37730
60 C -2.66668 -4.89849 -2.67550
61 H -2.47213 -1.67954 -4.53057
62 H -3.27166 -3.14878 -4.67230
63 H -1.52056 -3.13569 -4.85453
64 H -1.95587 -5.40827 -3.32492
65 H -3.60896 -4.90598 -3.21901
66 H -2.72336 -5.20536 -1.63641
67 C -4.73588 1.80251 -2.86394
68 S -3.67806 0.35736 -2.53759
69 O -2.27578 0.81123 -2.79080
70 C -3.88406 0.47719 -0.70988
71 H -5.08576 1.77204 -3.89369
72 H -4.20355 2.73243 -2.65701
73 H -5.58770 1.83805 -2.18387
74 H -4.00722 1.47544 -0.29569
75 H -3.20487 -0.16572 -0.15592
76 H -4.85692 -0.00412 -0.53230
77 C 0.53007 -1.70760 5.26342
78 S -0.29250 -2.16140 3.71795
79 O -0.68502 -3.60587 3.80699
80 C -1.79850 -1.24428 4.05744
81 H 0.86179 -0.67491 5.35250
82 H 1.44441 -2.28169 5.42719
83 H -0.16642 -2.04928 6.03126
84 H -1.54903 -0.20870 4.29898
85 H -2.25459 -1.64121 4.96482
86 H -2.44864 -1.26751 3.18844

The charge is +1. As for the lowest unoccupied orbital energy: -0.140 Eh. The calculation puts the energy relative to the best compared isomer or geometry (same formula, charge and spin) at 38.0 kcal per mole. Its electronic energy is -9762.600446 Ha. As for the gap between HOMO and LUMO: 6.44 eV.

6 unconnected molecules or ions with the total composition C16H32Br6N2OS at a distorted geometry, computed with wB97M-V/def2-TZVPD.

Geometry (Å):
1 C -4.59886 0.41411 -2.82204
2 C -3.22146 0.00049 -2.35467
3 C -2.65591 -1.17840 -3.14332
4 C -2.09387 -0.80408 -4.42308
5 N -1.65207 -0.48323 -5.42745
6 H -5.34221 -0.33606 -2.55348
7 H -4.61317 0.55646 -3.90429
8 H -4.88181 1.36895 -2.37602
9 H -3.19455 -0.28446 -1.30404
10 H -2.50521 0.82091 -2.41881
11 H -3.40550 -1.95219 -3.31114
12 H -1.82297 -1.59824 -2.57282
13 C -0.80363 -4.41658 3.11562
14 C -1.33894 -3.50573 2.00755
15 C -0.48049 -2.24198 1.78756
16 C 0.92123 -2.56361 1.50402
17 N 2.03330 -2.79433 1.28570
18 H -1.60570 -5.00167 3.56592
19 H -0.27395 -3.86037 3.88741
20 H -0.10405 -5.16146 2.72203
21 H -2.29975 -3.10591 2.34881
22 H -1.51841 -4.03921 1.07768
23 H -0.45950 -1.62643 2.69190
24 H -0.91115 -1.59572 1.02132
25 C 0.65563 2.40275 -0.47665
26 S 0.56349 0.63683 -0.20123
27 O -0.88820 0.26543 -0.24761
28 C 1.11800 0.10488 -1.82693
29 H 1.68330 2.68073 -0.69951
30 H 0.31759 2.89608 0.43088
31 H -0.00263 2.65471 -1.30966
32 H 2.06955 0.50729 -2.15854
33 H 0.29500 0.40503 -2.48673
34 H 1.06535 -0.98435 -1.84644
35 Br 7.82191 2.86674 0.61440
36 C 6.22934 3.76029 1.29949
37 C 5.05827 2.86351 1.02690
38 Br 3.41115 3.74382 1.61069
39 H 6.15017 4.71667 0.79545
40 H 6.38984 3.93453 2.35880
41 H 5.05848 1.94401 1.60031
42 H 5.02307 2.60514 -0.02899
43 Br -2.56557 3.25043 3.26872
44 C -1.99666 4.86970 2.39918
45 C -1.52961 5.95069 3.34462
46 Br -1.21349 7.56647 2.33891
47 H -2.82936 5.21111 1.78577
48 H -1.20626 4.62545 1.69197
49 H -0.61562 5.63651 3.84664
50 H -2.25101 6.21250 4.11102
51 Br 0.00679 -3.86447 -3.16358
52 C 1.50105 -4.33196 -2.01614
53 C 1.01502 -5.00010 -0.75040
54 Br 0.48972 -6.85175 -1.12636
55 H 1.92543 -3.36975 -1.73868
56 H 2.21136 -4.96908 -2.52739
57 H 0.10193 -4.57185 -0.35578
58 H 1.76556 -4.97929 0.03251

As for the lowest unoccupied orbital energy: 0.007 Eh. Its electronic energy is -16655.827385 Ha. As for the gap between HOMO and LUMO: 9.70 eV.

3 unconnected molecules or ions with the total composition C23H42N3O4S at a distorted geometry, computed with wB97M-V/def2-TZVPD.

Geometry (Å):
1 C 0.89213 -2.40997 -4.39547
2 C -0.31609 -3.47425 -4.08160
3 C 0.07281 -4.66122 -3.01074
4 O -0.89201 -4.55593 -1.88240
5 C -0.19449 -4.62715 -0.58871
6 C 0.47189 -3.12852 -0.27059
7 C -0.20643 -1.69912 -0.70014
8 C 0.63886 -0.32728 -0.30864
9 N 2.00211 -0.33804 0.40226
10 C 2.66878 -1.62680 0.83006
11 C 4.15498 -1.71445 1.59204
12 C 4.92175 -3.00232 0.90838
13 C 6.54338 -3.04011 1.14652
14 C 7.18303 -3.79544 -0.20119
15 S 7.90203 -2.48031 -1.32782
16 C 6.46222 -1.85043 -2.35563
17 N 6.09279 -0.45281 -2.82227
18 N 4.91621 -0.69701 -3.53103
19 C 4.53770 -2.16180 -3.54340
20 O 5.52149 -2.93003 -2.76358
21 C 1.93852 -3.08078 0.53136
22 H 0.41515 -1.49917 -4.99582
23 H 1.70658 -2.86931 -5.12564
24 H 1.42948 -1.97357 -3.45207
25 H -0.62176 -3.95826 -5.11345
26 H -1.23045 -2.88619 -3.63251
27 H -0.13045 -5.72020 -3.51079
28 H 1.19622 -4.62522 -2.67913
29 H 0.74474 -5.35882 -0.66767
30 H -0.84137 -5.02947 0.30069
31 H -1.26069 -1.65714 -1.24990
32 H 0.11491 0.69350 -0.61857
33 H 2.45374 0.59961 0.57520
34 H 4.69418 -0.68620 1.35873
35 H 3.98988 -1.83813 2.76317
36 H 4.65925 -2.95630 -0.25479
37 H 4.49670 -4.03090 1.33426
38 H 7.03269 -1.98758 1.34968
39 H 6.72850 -3.80566 2.04366
40 H 6.35224 -4.47106 -0.72315
41 H 8.03295 -4.53846 0.15554
42 H 3.64475 -2.74339 -4.02718
43 H 2.37115 -4.13072 0.84056
44 C -3.06328 1.81307 -0.24096
45 C -2.28873 3.02134 0.26086
46 O -1.60274 3.72499 -0.77190
47 C -2.40998 4.26346 -1.81681
48 C -3.44186 5.26551 -1.32791
49 H -2.39239 1.11531 -0.75656
50 H -3.54001 1.29121 0.59535
51 H -3.84621 2.09522 -0.94734
52 H -1.52604 2.67981 0.96758
53 H -2.93883 3.70380 0.81577
54 H -2.88195 3.45414 -2.38355
55 H -1.72817 4.76897 -2.51015
56 H -4.15550 4.81377 -0.63522
57 H -4.00544 5.67422 -2.17253
58 H -2.95266 6.09186 -0.80064
59 C -4.89090 2.75526 5.28907
60 C -4.15684 3.50265 4.18715
61 O -4.98405 3.82618 3.07211
62 C -6.11098 4.65829 3.33860
63 C -5.73830 6.01522 3.91112
64 H -5.33073 1.83025 4.89701
65 H -4.20260 2.50166 6.10206
66 H -5.70307 3.34864 5.71313
67 H -3.35297 2.86486 3.80661
68 H -3.67596 4.40502 4.57547
69 H -6.81996 4.13562 3.98907
70 H -6.62296 4.80788 2.38119
71 H -5.22834 5.92791 4.87315
72 H -6.63511 6.62486 4.05984
73 H -5.06342 6.54536 3.23020

The charge is +1. As for the lowest unoccupied orbital energy: -0.171 Eh. Its electronic energy is -1764.159647 Ha. As for the gap between HOMO and LUMO: 6.37 eV.

A molecular structure, C22H50Br6O16S6 at a distorted geometry, computed with wB97M-V/def2-TZVPD.

Geometry (Å):
1 C 7.71246 -6.63298 26.09413
2 C 8.65373 -6.89289 27.24868
3 C 7.78663 -7.31267 28.44719
4 S 6.44875 -8.34587 27.65803
5 O 5.17375 -7.75554 27.97408
6 O 6.70721 -9.76675 27.92387
7 C 6.79434 -7.90873 25.93754
8 H 8.24536 -6.45972 25.15919
9 H 7.02095 -5.81467 26.29479
10 H 9.29965 -6.05618 27.51478
11 H 9.31632 -7.72911 27.02552
12 H 7.27096 -6.39837 28.74083
13 H 8.24398 -7.83043 29.29031
14 H 5.90056 -7.79230 25.32461
15 H 7.38549 -8.75692 25.59228
16 C 4.12266 -1.11314 22.70691
17 C 2.82082 -0.75719 21.89433
18 C 1.77281 -0.21580 22.85637
19 S 1.95340 -1.23631 24.40211
20 O 1.03099 -2.35701 24.36392
21 O 1.98492 -0.38062 25.58387
22 C 3.66585 -1.88359 23.98913
23 H 4.60620 -0.19207 23.03237
24 H 4.79963 -1.67396 22.06248
25 H 2.50906 -1.66712 21.38155
26 H 3.16451 0.02413 21.21646
27 H 0.74611 -0.23934 22.49111
28 H 1.87351 0.84374 23.09159
29 H 3.47312 -2.92362 23.72588
30 H 4.33314 -1.88489 24.85101
31 O 5.72554 -5.69759 32.80676
32 S 5.62168 -4.66169 31.74386
33 O 5.90853 -5.06535 30.35934
34 O 4.05825 -3.92473 31.85051
35 C 3.45545 -3.40115 30.66668
36 C 2.41595 -4.45974 30.46636
37 C 6.79342 -3.33335 32.23029
38 H 4.07597 -3.11859 29.81626
39 H 3.00133 -2.46885 31.00239
40 H 1.85390 -4.17140 29.57807
41 H 1.64081 -4.57740 31.22361
42 H 2.69809 -5.46720 30.16055
43 H 7.74633 -3.74052 31.89225
44 H 6.68665 -3.32556 33.31503
45 H 6.55802 -2.41820 31.68699
46 O 6.73671 -5.01848 19.48379
47 S 7.13792 -3.75356 20.13444
48 O 6.92643 -2.39525 19.63779
49 O 6.52040 -3.83662 21.67353
50 C 6.29004 -5.07962 22.33195
51 C 5.09576 -5.04632 23.22782
52 C 8.84176 -3.85235 20.71226
53 H 7.16090 -5.39107 22.90874
54 H 6.26115 -5.88567 21.59877
55 H 5.17038 -4.24415 23.96202
56 H 4.91386 -5.97526 23.76827
57 H 4.24426 -4.84539 22.57768
58 H 9.14120 -2.99813 21.31950
59 H 9.41070 -3.89217 19.78337
60 H 8.92813 -4.76636 21.29981
61 O 1.38389 -11.52074 29.37015
62 S 1.30188 -10.16577 29.90173
63 O 0.15578 -9.77794 30.70272
64 O 2.71777 -9.81566 30.77329
65 C 4.00077 -10.11260 30.15581
66 C 5.12693 -9.65446 30.97776
67 C 1.51340 -8.92791 28.52804
68 H 4.12164 -9.74658 29.13625
69 H 4.05837 -11.17321 29.91106
70 H 5.05746 -8.56862 30.91280
71 H 6.11205 -9.84014 30.54978
72 H 5.23369 -10.14386 31.94584
73 H 0.50983 -8.88320 28.10503
74 H 2.29080 -9.37592 27.90913
75 H 1.68109 -7.95084 28.98116
76 O -4.31395 -6.06390 21.69965
77 S -2.98006 -6.22386 21.15265
78 O -2.28193 -5.06936 20.55432
79 O -1.94160 -6.86475 22.27603
80 C -1.92952 -6.17377 23.54697
81 C -3.05857 -6.60743 24.54189
82 C -2.95519 -7.75704 19.94858
83 H -2.09799 -5.14308 23.23486
84 H -0.95772 -6.15345 24.04020
85 H -2.86882 -6.01338 25.43587
86 H -2.98546 -7.67423 24.75326
87 H -4.05428 -6.42967 24.13561
88 H -2.05979 -7.57591 19.35398
89 H -3.93310 -7.63148 19.48379
90 H -2.99000 -8.65693 20.56266
91 C 4.11843 -9.85368 23.63041
92 Br 3.35745 -9.07863 25.35929
93 Br 2.70615 -9.99311 22.25522
94 Br 5.00174 -11.63704 23.98075
95 H 4.91488 -9.23425 23.21799
96 C 2.39483 -5.87517 26.21775
97 Br 3.51141 -4.25455 26.44535
98 Br 1.78094 -6.06309 24.34453
99 Br 0.80109 -5.77888 27.33323
100 H 2.90878 -6.77662 26.55142

As for the lowest unoccupied orbital energy: -0.038 Eh. Its electronic energy is -19905.064466 Ha. As for the gap between HOMO and LUMO: 9.30 eV.